{"formula": "C10H13N3", "method": "ωB97M-V/def2-TZVPD", "symbols": ["N", "N", "N", "C", "C", "C", "C", "C", "C", "C", "C", "C", "C", "H", "H", "H", "H", "H", "H", "H", "H", "H", "H", "H", "H", "H"], "xyz": [[0.09124, -0.66655, 1.13469], [-0.50752, -0.36443, 2.20844], [-0.00813, -0.19348, -1.43296], [1.40774, -0.46543, 0.98853], [1.26074, -0.21257, -1.42352], [-2.08670, 0.09821, -0.18169], [-2.55591, 0.27401, 1.11171], [2.31838, -0.30611, 2.22202], [1.94198, 0.28447, -2.63949], [-1.80557, -0.18288, 2.24329], [-2.79937, 0.77514, -1.31098], [-0.85204, -0.71961, -0.49566], [2.07664, -0.37385, -0.22139], [2.29860, 1.35779, -2.41751], [2.98774, 0.51915, 2.04444], [2.76052, -1.15632, 2.58421], [1.36498, 0.27343, -3.48788], [-2.22899, -0.05367, 3.17856], [3.08578, -0.05472, -0.28873], [-3.45585, 0.77985, 1.21456], [-3.62362, 1.34288, -1.03802], [-1.93613, 1.35463, -1.80555], [-1.09227, -1.80588, -0.52202], [2.75675, -0.42053, -2.85243], [-3.08771, -0.09238, -1.94911], [1.68873, 0.00884, 3.13651]], "forces_ev_per_a": [[-0.684, -0.397, -4.683], [-1.990, -0.268, 3.396], [-1.966, -0.736, -0.892], [2.872, 0.107, 0.632], [0.888, 0.607, 1.168], [-0.760, 0.846, 2.247], [2.609, -2.307, -2.942], [-3.659, 2.961, 1.095], [2.422, 1.007, 1.638], [1.643, 0.610, -1.563], [3.663, -1.813, -1.586], [0.552, 0.377, 2.636], [-2.979, -0.476, -0.464], [-0.138, -1.697, -0.556], [0.559, -0.073, -0.080], [1.403, -2.307, 0.152], [-1.785, 0.191, -1.768], [-0.489, 0.200, 1.883], [0.764, -0.155, 0.249], [-1.457, 0.894, 0.498], [-1.327, 1.103, 0.566], [-1.830, -0.568, 0.142], [0.623, 0.551, -0.111], [0.367, 0.606, 0.141], [-0.070, 0.997, -0.279], [0.768, -0.259, -1.516]], "e_homo_ev": -7.418}



{"formula": "C10H32N2O6", "method": "ωB97M-V/def2-TZVPD", "symbols": ["O", "O", "O", "O", "O", "O", "N", "N", "C", "C", "C", "C", "C", "C", "C", "C", "C", "C", "H", "H", "H", "H", "H", "H", "H", "H", "H", "H", "H", "H", "H", "H", "H", "H", "H", "H", "H", "H", "H", "H", "H", "H", "H", "H", "H", "H", "H", "H", "H", "H"], "xyz": [[0.67497, -0.09217, -2.07324], [0.59145, 2.46421, 0.60850], [-2.34497, -1.11192, -1.21775], [-1.35623, 1.16469, -4.44747], [0.56971, -0.10719, 1.73285], [2.79608, 0.22893, 3.21932], [0.06638, -1.65978, 0.14862], [0.05025, -2.29290, 2.25504], [-3.27293, -1.18437, -0.41726], [-3.09686, -2.60877, 0.21534], [-4.75344, -1.01170, -0.94528], [0.27043, -1.37997, 1.36156], [4.68215, 1.59199, 2.77193], [-2.05520, 1.54082, -3.26813], [3.57178, 0.64646, 2.31472], [1.33881, 1.20501, -2.17335], [-0.78778, 2.27803, 0.35540], [4.13065, -0.59171, 1.56702], [-5.53529, -1.02587, -0.22312], [-0.48311, 1.59908, -4.48130], [1.94569, 1.35870, -1.28601], [-3.96013, -2.99719, 0.72446], [0.15633, -2.08759, 3.22551], [-4.83361, -0.05979, -1.42718], [0.32403, -0.94616, -0.54448], [4.30748, 2.51905, 3.29650], [-0.05253, -2.63278, -0.24619], [2.12713, 1.21964, -2.95846], [-4.94506, -1.63742, -1.74949], [-1.63910, 0.98778, -2.45919], [-3.17504, 1.24756, -3.09906], [-3.03136, -0.55241, 0.36560], [-1.12345, 1.34724, -0.13550], [5.51303, 1.23538, 3.39723], [0.81273, 1.60769, 0.95436], [1.92813, 0.24776, 2.85147], [-1.36525, 2.38726, 1.24944], [0.56679, 1.98065, -2.37864], [-1.12814, 3.02544, -0.35785], [0.53106, -0.39990, -2.98296], [-2.77791, -3.45439, -0.44217], [4.77022, -0.31020, 0.75872], [5.00557, 1.92896, 1.83563], [2.96355, 1.29738, 1.69291], [-2.31866, -2.56814, 0.94880], [3.32307, -1.13732, 1.08609], [-1.97545, 2.56421, -3.07316], [4.71182, -1.31101, 2.12747], [-0.22566, -3.27072, 2.13364], [-1.49212, -1.24256, -0.81088]], "forces_ev_per_a": [[0.734, 0.680, -0.708], [-0.754, 0.060, -0.637], [6.643, 1.906, -9.326], [-0.278, -0.118, -0.674], [-0.986, -4.683, -1.353], [-3.594, -2.140, 6.696], [-0.291, -2.042, -6.199], [-0.398, -2.838, 2.791], [-7.337, -4.309, 5.833], [-0.819, -1.120, 0.345], [2.533, 1.596, 0.285], [1.257, 6.675, 4.225], [-0.552, 0.822, 1.421], [-1.312, -1.632, 0.865], [4.463, 1.297, -3.742], [0.219, -0.377, -0.731], [-0.569, 0.543, -1.009], [-0.078, 0.620, -1.070], [-0.232, -0.411, 0.870], [-0.853, -0.108, 0.279], [-0.726, 0.232, 0.392], [-0.604, -0.044, 0.435], [0.235, 0.618, 0.269], [0.068, 1.080, -0.139], [0.216, -0.247, 0.015], [-0.075, -1.065, -0.453], [0.309, 1.626, 1.068], [-0.788, -0.242, -0.036], [-0.343, -1.884, -1.243], [0.587, -0.216, 0.933], [1.830, 0.360, -1.667], [-0.780, 1.910, 2.346], [0.770, -0.203, 0.298], [-0.316, -0.447, -0.374], [0.746, -0.908, 0.622], [-1.621, -0.520, -0.035], [-0.437, 0.065, 0.708], [0.769, -0.311, 0.500], [0.104, 0.449, 0.067], [-0.195, 0.052, 0.452], [-0.371, 1.025, -0.350], [0.617, 0.386, -0.756], [1.386, 0.787, -1.262], [0.298, 0.087, -1.311], [0.536, 0.209, 0.687], [-0.365, -0.084, 0.130], [0.060, 1.761, 0.210], [-0.050, 0.132, 0.833], [0.232, 0.851, -0.719], [0.116, 0.120, 0.218]], "e_homo_ev": -9.046}



Q: Which energy above the lowest of the compared OMol25 structures with the same formula, charge and spin values were calculated for the entries above? A: 85.5; 49.1, in kcal per mole.